1.
Entry from the OMol25 dataset: a structure of composition C28H43BrN2P2W at a distorted geometry (ωB97M-V/def2-TZVPD).

E_HOMO (spin up / spin down): -20.17 / -20.36 eV
E_LUMO (spin up / spin down): -14.98 / -14.53 eV
Gap between HOMO and LUMO (spin up / spin down): 5.191 / 5.829 eV

The geometry in ORCA input format:
```
! RIJCOSX wB97M-V def2-TZVPD def2/J DEFGRID3
* xyz 4 3
C 2.9357 4.1708 -0.6558
C 1.8597 3.4440 -1.2959
C 1.7931 3.5153 -2.7382
C 2.2735 4.6989 -3.3482
N 2.9791 5.5994 -2.6150
C 3.3607 5.3280 -1.3462
C 0.7864 2.8236 -0.6584
C -0.1911 2.2866 -0.0131
C -1.4330 2.6477 0.6689
C -1.6466 1.7351 1.7557
C -2.9920 1.1886 1.9602
C -4.0606 1.8764 1.3861
C -3.8724 3.1523 0.8093
C -2.5605 3.5447 0.4263
W -1.0675 -0.0204 0.9506
P 1.3481 -0.4529 0.3659
H 1.2150 2.7448 -3.2841
H 3.2658 3.9135 0.3881
H 2.0271 4.9126 -4.4006
H 3.9983 6.0885 -0.8282
H -2.4508 4.5027 -0.1750
H -0.9430 1.6746 2.6609
H -4.7284 3.7807 0.5939
H -2.9557 0.2538 2.5121
C 2.0323 -2.2160 0.5696
C 3.3024 -2.5931 -0.1847
H 1.2098 -2.8958 0.3088
H 2.1704 -2.3147 1.6522
H 3.5024 -3.6517 0.0183
H 3.2307 -2.4634 -1.2722
H 4.1750 -2.0303 0.1574
C 1.6862 -0.1840 -1.4549
C 2.9968 0.4715 -1.8587
H 0.8054 0.3994 -1.7753
H 1.5842 -1.1822 -1.9113
H 2.9729 0.5584 -2.9453
H 3.1016 1.4739 -1.4452
H 3.8687 -0.1299 -1.5931
C 2.5268 0.5379 1.3974
C 4.0458 0.3330 1.3105
H 2.1976 0.4014 2.4445
H 2.2350 1.5660 1.1278
H 4.5018 1.0859 1.9637
H 4.3658 -0.6618 1.6529
H 4.4379 0.4985 0.3037
Br -5.7882 0.8567 1.4002
P -1.6999 -1.6811 -0.8219
C -0.6028 -2.6908 -2.0019
C -1.1914 -3.9608 -2.6041
H 0.2985 -2.9281 -1.4167
H -0.2392 -2.0095 -2.7931
H -0.4345 -4.5011 -3.1829
H -1.5686 -4.6290 -1.8322
H -2.0100 -3.7386 -3.2838
C -2.7450 -3.0180 -0.0352
C -4.0811 -3.3656 -0.6907
H -2.8912 -2.6169 0.9781
H -2.0944 -3.9005 0.0870
H -4.6473 -4.0071 -0.0013
H -4.6877 -2.4738 -0.8971
H -3.9482 -3.9322 -1.6232
C -2.7411 -0.6687 -1.9960
C -3.2695 -1.4228 -3.2058
H -2.0768 0.1690 -2.2737
H -3.5219 -0.2159 -1.3603
H -3.9187 -0.7585 -3.7848
H -2.4524 -1.7653 -3.8470
H -3.8609 -2.2894 -2.9014
C -0.5035 -0.7169 5.9892
C 0.6439 -0.2902 5.0347
C 0.2862 -0.4972 3.6675
N -0.1895 -0.7187 2.5925
H -1.4774 -0.2755 5.7247
H -0.3615 -0.4028 7.0227
H -0.5734 -1.8183 6.0121
H 0.9103 0.7633 5.2411
H 1.5465 -0.9084 5.2177
*
```

2.
Entry from the OMol25 dataset: a structure of composition C28H43CaN7O3 (ωB97M-V/def2-TZVPD).

E_HOMO: -7.22 eV
E_LUMO: 0.41 eV
Gap between HOMO and LUMO: 7.630 eV

The geometry in ORCA input format:
```
! RIJCOSX wB97M-V def2-TZVPD def2/J DEFGRID3
* xyz 0 1
Ca 0.3237 0.1675 0.0557
C -3.6152 -0.0142 0.4518
C -3.1742 1.4037 0.8201
N -1.7342 1.6007 0.7077
C -1.1267 2.6375 1.5441
C -0.4212 2.0139 2.7454
N 0.7115 1.2002 2.2954
C 1.3338 0.3364 3.3022
C 0.4607 -0.8258 3.7762
C 0.1225 -1.9437 2.7935
N -0.7496 -1.5004 1.7026
C -1.4671 -2.5769 0.9966
C -1.5033 -2.3936 -0.5269
N -1.7521 -1.0198 -0.9551
C -3.1489 -0.5681 -0.8981
H -4.7095 -0.0165 0.4415
H -3.3316 -0.7060 1.2467
H -3.4690 1.5977 1.8555
H -3.7185 2.1317 0.2024
H -1.5041 1.7849 -0.2691
H -1.8584 3.3827 1.8785
H -0.3887 3.1768 0.9427
H -1.1299 1.3610 3.2616
H -0.1087 2.7850 3.4639
H 1.4189 1.8188 1.9005
H 1.6324 0.9204 4.1843
H 2.2375 -0.0692 2.8427
H -0.4675 -0.4516 4.2224
H 1.0046 -1.2922 4.6026
H -0.3568 -2.7515 3.3643
H 1.0376 -2.3480 2.3520
H -1.4306 -0.8443 2.0699
H -2.4786 -2.6852 1.4049
H -0.9553 -3.5197 1.2036
H -2.2407 -3.0918 -0.9501
H -0.5328 -2.6775 -0.9379
H -1.4321 -0.9369 -1.9170
H -3.8122 -1.4003 -1.1736
H -3.2731 0.1985 -1.6686
O -0.0291 1.5877 -1.6623
C -0.1311 1.2959 -2.9345
C -0.9010 2.0783 -3.8153
C -1.0425 1.7149 -5.1443
C -0.4326 0.5700 -5.6433
C 0.3450 -0.2026 -4.7916
C 0.5183 0.1487 -3.4592
C 1.4498 -0.6200 -2.5901
N 1.2503 -1.8367 -2.2818
N 2.2927 -2.5088 -1.6168
C 2.5877 -2.1016 -0.4189
O 2.0930 -1.0959 0.2117
C 3.6145 -2.9092 0.3180
C 4.2717 -2.3441 1.4038
C 5.2196 -3.0756 2.1059
C 5.5070 -4.3795 1.7333
C 4.8484 -4.9506 0.6512
C 3.9097 -4.2171 -0.0567
H -1.4033 2.9521 -3.4161
H -1.6488 2.3303 -5.7992
H -0.5565 0.2876 -6.6800
H 0.8426 -1.0923 -5.1597
H 2.3455 -0.1014 -2.2342
H 4.0380 -1.3254 1.6829
H 5.7370 -2.6287 2.9456
H 6.2415 -4.9532 2.2843
H 5.0648 -5.9701 0.3586
H 3.3897 -4.6404 -0.9047
C 2.8168 3.5176 -3.3263
N 2.4378 3.4006 -1.9281
C 1.3644 4.2628 -1.4772
C 2.8716 2.3887 -1.1499
C 4.0461 1.5737 -1.6448
O 2.3933 2.1476 -0.0390
H 2.5995 4.5319 -3.6578
H 2.2509 2.8248 -3.9555
H 3.8821 3.3459 -3.4622
H 1.6433 5.3031 -1.6601
H 1.2151 4.1079 -0.4142
H 0.4344 4.0341 -1.9982
H 4.9446 2.1943 -1.6447
H 3.9142 1.1977 -2.6584
H 4.1786 0.7418 -0.9584
*
```

3.
Entry from the OMol25 dataset: a cluster of 2 separate species, C28H43I2NO5 in total at a distorted geometry (ωB97M-V/def2-TZVPD).

E_HOMO: -8.84 eV
E_LUMO: -1.11 eV
Gap between HOMO and LUMO: 7.731 eV

The geometry in ORCA input format:
```
! RIJCOSX wB97M-V def2-TZVPD def2/J DEFGRID3
* xyz 0 1
C 8.8857 2.0542 2.3320
C 8.5868 1.2087 0.9833
C 7.1065 1.5183 0.3771
C 5.9824 1.6400 1.5162
C 4.6029 0.8823 1.1286
C 3.4392 1.1038 2.2300
C 2.1204 1.5634 1.4301
C 2.1116 2.7390 0.6100
C 0.7485 3.1274 -0.1661
O 0.3865 4.3167 -0.3116
C -0.1028 1.8459 -0.6660
C -0.8766 1.8392 -2.0364
C -0.7834 3.1703 -2.9101
O -1.9063 4.0792 -2.7753
C -2.6786 3.8478 -1.5744
C -3.7021 5.1165 -1.4571
C -1.6874 0.5539 -2.4594
C -2.4720 0.6505 -3.8436
C -4.0580 0.4122 -3.7525
N -4.7165 1.0245 -2.5592
C -1.6785 -0.7169 -1.5246
C -2.4903 -2.0108 -2.0626
I -4.5358 -2.1284 -1.2976
C -1.6273 -3.3910 -1.8505
C -2.4403 -4.5664 -1.1310
I -1.1178 -4.1844 -3.8606
C -0.9152 -0.7208 -0.1466
O -0.9508 -1.8736 0.7145
C -1.7860 -1.6292 1.8882
C -2.8788 -2.7822 2.1658
C -2.2260 -4.1362 2.7859
C -2.0458 -3.9669 4.3953
C -0.1076 0.5677 0.2582
C 0.7581 0.7015 1.5839
O 0.4773 0.2579 2.7193
H 8.2365 3.0004 2.4217
H 8.6800 1.3548 3.2126
H 9.9951 2.3636 2.4193
H 8.7344 0.1003 1.2271
H 9.4072 1.5039 0.2265
H 6.8892 0.7068 -0.4066
H 7.2286 2.5259 -0.1794
H 5.7133 2.7515 1.6282
H 6.3079 1.1861 2.5272
H 4.8245 -0.2373 1.0615
H 4.3150 1.2332 0.0775
H 3.7172 1.8789 3.0340
H 3.1669 0.1064 2.7458
H 3.0127 3.4218 0.4706
H -0.7356 2.8844 -4.0318
H 0.1860 3.7758 -2.7296
H -3.3634 2.9232 -1.6255
H -2.0787 3.8519 -0.6054
H -3.8994 5.3261 -0.3396
H -4.7209 4.8743 -1.9224
H -3.1624 5.9897 -1.9519
H -2.3052 1.6112 -4.4291
H -2.0564 -0.2028 -4.5098
H -4.3284 -0.7021 -3.9005
H -4.5134 0.9410 -4.6801
H -4.9425 2.0093 -2.8074
H -5.6560 0.5950 -2.4339
H -2.6031 -1.9339 -3.2098
H -0.6060 -3.1683 -1.3741
H -2.6570 -4.3580 -0.0317
H -1.7443 -5.4930 -1.1435
H -3.3717 -4.9027 -1.7262
H -2.2652 -0.5948 1.7597
H -1.0753 -1.6733 2.8008
H -3.5788 -2.9854 1.2909
H -3.5480 -2.3632 3.0142
H -1.2667 -4.4482 2.2535
H -3.0466 -4.9512 2.6401
H -2.7239 -3.1557 4.8358
H -0.9548 -3.7524 4.6480
H -2.4114 -4.9596 4.8635
O -4.4104 -6.1635 1.3903
H -5.3051 -5.8823 1.1609
H -4.5058 -7.1020 1.5957
*
```

4.
Entry from the OMol25 dataset: a structure of composition C28H43MnN3O2S3Si4 (ωB97M-V/def2-TZVPD).

E_HOMO (spin up / spin down): -0.87 / -0.64 eV
E_LUMO (spin up / spin down): 3.62 / 3.63 eV
Gap between HOMO and LUMO (spin up / spin down): 4.491 / 4.270 eV

The geometry in ORCA input format:
```
! RIJCOSX wB97M-V def2-TZVPD def2/J DEFGRID3
* xyz -2 2
Mn 0.5231 -0.5716 0.5704
S -0.6937 -0.8340 2.5778
C -1.8652 -2.0894 2.2045
C -2.7806 -2.4903 3.1857
C -3.7373 -3.4653 2.9523
C -3.8032 -4.0702 1.7010
C -2.9057 -3.6879 0.7163
C -1.9287 -2.7112 0.9386
S -0.8076 -2.2923 -0.3433
H -2.7291 -2.0013 4.1529
H -4.4344 -3.7392 3.7373
H -4.5497 -4.8290 1.4909
H -2.9478 -4.1465 -0.2661
O 4.7804 -2.3812 -4.6353
C 4.3125 -1.0458 -4.4495
C 3.3458 -1.0026 -3.3026
C 2.2077 -0.2133 -3.3508
C 1.3923 -0.1267 -2.2375
N 1.6354 -0.7768 -1.0983
C 2.7067 -1.5938 -1.0730
C 3.5850 -1.7172 -2.1390
C 2.8634 -2.3445 0.1911
C 3.8531 -3.2936 0.4061
C 3.9030 -3.9439 1.6318
C 4.9513 -4.9900 1.8908
O 4.9498 -6.0313 0.9119
C 2.9579 -3.6017 2.5851
C 1.9984 -2.6471 2.2938
N 1.9457 -2.0344 1.1118
H 5.4469 -2.3689 -5.3276
H 3.8188 -0.6724 -5.3524
H 5.1584 -0.3832 -4.2287
H 1.9465 0.3501 -4.2384
H 0.5009 0.4758 -2.2386
H 4.4500 -2.3611 -2.0775
H 4.5816 -3.5201 -0.3614
H 4.7890 -5.4376 2.8740
H 5.9424 -4.5254 1.8929
H 4.2417 -5.8426 0.2876
H 2.9545 -4.0769 3.5584
H 1.2216 -2.3493 2.9904
S 4.2588 1.3506 2.7951
C 2.8658 0.9459 1.9940
N 1.8872 0.6599 1.4314
C -0.3788 2.7128 3.2559
Si -0.5893 3.2195 1.4519
C -1.8762 4.6241 1.5293
C 1.0013 4.1182 0.9505
Si -1.0261 1.3674 0.0614
Si -3.3575 1.1488 0.3179
C -4.4472 2.5613 -0.3617
C -3.8998 1.0690 2.1286
C -4.0444 -0.3483 -0.6177
Si -1.0072 2.4787 -2.0246
C -1.6086 1.2856 -3.4015
C 0.7770 3.0163 -2.4861
C -1.9595 4.0813 -2.4246
H 0.0021 3.5582 3.8408
H 0.3186 1.8794 3.3483
H -1.3287 2.3826 3.6844
H -1.4732 5.4364 2.1455
H -2.8097 4.2864 1.9876
H -2.1183 5.0314 0.5454
H 1.2519 4.8778 1.6993
H 0.8814 4.6184 -0.0148
H 1.8419 3.4271 0.8698
H -4.1482 3.5499 -0.0077
H -5.4770 2.3753 -0.0328
H -4.4475 2.5812 -1.4535
H -4.0228 2.0874 2.5137
H -3.1718 0.5596 2.7575
H -4.8619 0.5515 2.2089
H -4.1567 -0.0982 -1.6780
H -5.0276 -0.6261 -0.2224
H -3.3823 -1.2119 -0.5467
H -1.6716 0.2516 -3.0522
H -0.9584 1.3119 -4.2836
H -2.6128 1.5806 -3.7214
H 1.5419 2.5239 -1.8817
H 0.8787 4.0925 -2.3199
H 0.9948 2.8222 -3.5432
H -3.0407 3.9436 -2.4454
H -1.6394 4.4196 -3.4179
H -1.7385 4.8799 -1.7135
*
```

5.
Entry from the OMol25 dataset: a structure of composition C28H44As2BDyN7O2 at a distorted geometry (ωB97M-V/def2-TZVPD).

E_HOMO (spin up / spin down): -10.51 / -10.51 eV
E_LUMO (spin up / spin down): -2.10 / -2.26 eV
Gap between HOMO and LUMO (spin up / spin down): 8.405 / 8.254 eV

The geometry in ORCA input format:
```
! RIJCOSX wB97M-V def2-TZVPD def2/J DEFGRID3
* xyz 1 6
Dy -0.0878 0.7236 -1.3705
C -1.3937 1.8951 -4.7757
C -2.3699 1.5349 -3.6616
C -3.7482 1.3498 -3.8011
C -4.2354 1.1808 -2.4988
C -5.6682 1.0182 -2.0823
N -3.2079 1.2909 -1.6542
N -2.0127 1.4742 -2.3963
B -3.1178 1.1476 -0.1432
N -2.2292 2.2684 0.5180
N -0.8490 2.2909 0.1931
C -0.3923 3.5376 0.4769
C 0.9870 3.9934 0.2436
C -1.4731 4.2941 0.9817
C -2.6234 3.4810 0.9090
C -4.0347 3.9122 1.2354
N -2.5528 -0.2508 0.2278
N -1.8064 -0.9627 -0.7474
C -1.7737 -2.2522 -0.3085
C -1.0215 -3.3111 -1.0459
C -2.5488 -2.3987 0.8653
C -2.9761 -1.0696 1.1841
C -3.7494 -0.5862 2.3966
H -1.8691 2.4733 -5.5421
H -0.5859 2.4731 -4.2941
H -0.9093 0.9560 -5.1925
H -4.3020 1.4621 -4.7422
H -6.0990 0.3731 -2.8940
H -5.6709 0.5381 -1.0969
H -6.2704 1.9540 -2.0865
H -4.2880 1.2522 0.3999
H 1.6358 3.1663 -0.0107
H 1.0530 4.7015 -0.6123
H 1.4468 4.4893 1.1375
H -1.4586 5.3460 1.2661
H -3.9951 4.9635 1.5447
H -4.7511 3.8496 0.4111
H -4.3576 3.3006 2.1385
H 0.0027 -3.3347 -0.6886
H -1.4160 -4.2531 -0.6569
H -1.1276 -3.2567 -2.1302
H -2.7755 -3.3264 1.4266
H -3.7571 -1.3518 3.2099
H -3.3314 0.4231 2.7217
H -4.7656 -0.3783 2.0676
C 0.1577 -0.4947 3.3375
As 1.6401 -0.5264 2.0380
C 2.6316 0.9902 2.8126
C 2.5904 -1.9598 3.0074
C 2.5398 -2.1908 4.3788
C 2.8691 -3.4274 4.8838
C 3.3979 -4.4235 4.0530
C 3.5169 -4.1501 2.7001
C 3.1834 -2.9203 2.1634
As 3.4325 -2.4427 0.2662
C 4.6224 -0.8364 0.5164
C 5.0976 -3.5984 0.1596
H 0.4020 -0.0681 4.3360
H -0.1049 -1.5355 3.4919
H -0.7118 0.0222 2.8825
H 2.1419 1.2769 3.7584
H 2.6327 1.8306 2.1017
H 3.6373 0.6825 3.1227
H 2.1871 -1.4164 5.0808
H 2.7356 -3.6220 5.9698
H 3.6393 -5.4088 4.4556
H 3.9491 -4.9100 2.0205
H 4.9877 -0.8780 1.5427
H 4.1078 0.0338 0.1663
H 5.4237 -1.1123 -0.1822
H 5.5999 -3.4489 1.1036
H 5.7783 -3.2985 -0.6522
H 4.7905 -4.6245 -0.0001
N 0.8384 -0.8280 -3.4308
C 1.9023 -0.1722 -4.2643
C 2.9066 0.5965 -3.3474
C 2.1481 1.3566 -2.3260
O 1.2106 2.1811 -2.6578
O 2.2602 0.9852 -1.0906
H 1.2083 -1.6088 -2.8743
H 0.1101 -1.2293 -4.0536
H 1.3974 0.6060 -4.8505
H 2.4388 -0.9371 -4.9166
H 3.5658 1.2331 -3.9765
H 3.6149 -0.1085 -2.8490
*
```